A molecular structure, C24H41GeN2O2S3Si3Tc. Source: the Open Molecules 2025 dataset; level of theory: ωB97M-V with the def2-TZVPD basis set.

## Properties
Total energy in hartree: -5419.94363
LUMO (alpha / beta) in eV: 2.550 / 2.075
Highest occupied orbital energy (alpha / beta) in eV: -2.133 / -5.018
Energy above the lowest of the compared OMol25 structures with the same formula, charge and spin in eV: 0.878
Frontier orbital gap (alpha / beta) in eV: 4.6830 / 7.0932

```
! RIJCOSX wB97M-V def2-TZVPD def2/J DEFGRID3
* xyz -1 4
Tc 0.39 -0.37 -0.05
S -2.55 0.47 2.00
C -2.11 -1.08 1.65
N -0.93 -1.51 1.20
C -0.82 -2.90 1.21
C 0.34 -3.64 0.96
C 0.28 -5.02 1.02
C -0.90 -5.68 1.32
C -2.05 -4.96 1.60
C -1.99 -3.58 1.56
S -3.24 -2.43 1.94
H 1.26 -3.12 0.71
H 1.18 -5.59 0.82
H -0.93 -6.76 1.34
H -2.97 -5.46 1.86
O -0.13 -1.86 -1.35
N 0.70 -2.27 -2.32
C 0.66 -3.59 -2.73
C 1.61 -4.07 -3.58
C 2.66 -3.24 -4.03
C 2.72 -1.92 -3.53
C 1.75 -1.45 -2.68
S 1.71 0.15 -2.00
H -0.16 -4.17 -2.34
H 1.56 -5.10 -3.90
H 3.42 -3.61 -4.71
H 3.52 -1.25 -3.81
C 0.85 -0.52 3.29
O 2.00 -0.66 2.47
C 1.95 -0.45 1.15
C 3.37 -0.48 0.64
H 0.34 -1.48 3.39
H 0.15 0.22 2.88
H 1.20 -0.19 4.27
H 4.05 -0.65 1.48
H 3.61 0.46 0.15
H 3.49 -1.28 -0.09
C 1.86 5.33 -0.67
Si 1.79 3.46 -1.06
C 1.42 3.38 -2.94
C 3.62 2.96 -0.92
Ge 0.16 2.15 0.22
Si -1.84 3.14 -0.77
C -1.52 4.97 -1.22
C -2.25 2.20 -2.37
C -3.48 3.25 0.20
Si 0.54 3.18 2.40
C 2.29 2.73 3.00
C 0.51 5.09 2.38
C -0.65 2.81 3.83
H 2.09 5.89 -1.58
H 2.64 5.54 0.06
H 0.92 5.71 -0.28
H 2.30 3.68 -3.52
H 0.60 4.03 -3.22
H 1.16 2.36 -3.24
H 4.25 3.68 -1.45
H 3.79 1.98 -1.37
H 3.96 2.92 0.12
H -0.69 5.09 -1.91
H -1.29 5.54 -0.31
H -2.41 5.41 -1.67
H -1.42 2.24 -3.08
H -3.14 2.60 -2.86
H -2.44 1.15 -2.14
H -3.30 3.51 1.25
H -4.01 2.30 0.19
H -4.13 4.02 -0.23
H 3.04 3.11 2.31
H 2.42 1.65 3.07
H 2.49 3.15 3.99
H 1.44 5.51 1.99
H 0.36 5.47 3.39
H -0.31 5.48 1.76
H -0.73 1.75 4.07
H -1.66 3.15 3.58
H -0.33 3.34 4.73
*
```